# 1
Computed, not measured: 2 unconnected molecules or ions with the total composition C2H8O3 at a distorted geometry, with ωB97M-V with the def2-TZVPD basis set.

Each line ends with the Löwdin charge.
Positions of all 13 atoms, in Å:
C  -0.479  -0.284  -0.064  -0.087
O  0.943  -0.390  -0.113  -0.176
C  1.525  -1.619  -0.467  -0.329
O  2.933  -1.549  -0.355  -0.028
H  -0.854  -0.537  -1.070  0.084
H  -0.950  0.659  0.260  0.084
H  -0.777  -1.085  0.634  0.086
H  1.291  -1.825  -1.529  0.126
H  1.186  -2.489  0.127  0.134
H  3.132  -0.871  -1.035  0.101
O  -2.325  3.255  1.427  -0.090
H  -3.251  2.967  1.595  0.047
H  -2.373  3.768  0.589  0.047

lowest unoccupied orbital energy = 0.72 eV
SMILES = COCO.O
spin multiplicity = 1
HOMO energy = -9.86 eV

# 2
Computed, not measured: a gas-phase ion, C3H2NO2S2 (charge -1) at a distorted geometry, with ωB97M-V with the def2-TZVPD basis set.

Each line ends with the Löwdin charge.
Positions of all 10 atoms, in Å:
C  1.049  0.771  0.017  -0.546
C  -0.784  -1.354  0.046  -0.716
C  1.865  -0.231  0.113  -0.173
N  0.082  -2.191  0.221  0.069
O  4.300  -1.014  -0.662  -0.544
O  3.675  1.304  -0.041  -0.548
S  -0.714  0.464  -0.085  0.793
S  3.754  -0.139  0.372  0.631
H  1.180  1.771  0.186  0.017
H  -1.849  -1.464  -0.160  0.017

lowest unoccupied orbital energy (alpha / beta) = 3.07 / 2.72 eV
net charge = -1
spin multiplicity = 1
HOMO energy (alpha / beta) = -4.48 / -3.81 eV

# 3
Computed, not measured: a molecular structure, C19H34N6O2SSc at a distorted geometry, with ωB97M-V with the def2-TZVPD basis set.

Each line ends with the Löwdin charge.
Positions of all 63 atoms, in Å:
Sc  -0.051  -0.382  0.511  1.005
C  0.145  0.462  5.073  -0.025
C  -0.205  1.130  3.786  -0.280
C  0.284  2.407  3.506  -0.009
C  -0.132  3.110  2.387  -0.023
C  -1.072  2.561  1.523  -0.061
C  -1.576  1.278  1.771  -0.176
C  -1.116  0.553  2.891  -0.092
H  0.087  -0.623  5.015  0.090
H  -0.565  0.786  5.836  0.116
H  1.133  0.762  5.413  0.099
H  0.943  2.879  4.217  0.140
H  0.212  4.122  2.232  0.133
H  -1.490  3.163  0.727  0.125
H  -2.479  0.954  1.243  0.125
H  -1.617  -0.366  3.190  0.123
C  2.377  -1.951  2.075  -0.140
C  2.452  -0.471  2.466  -0.135
N  1.928  0.432  1.403  -0.130
C  2.949  0.819  0.392  -0.217
C  3.319  -0.278  -0.603  -0.371
S  1.878  -1.151  -1.355  0.940
C  2.116  -2.893  -0.818  -0.382
C  1.243  -3.312  0.370  -0.229
N  1.088  -2.251  1.399  -0.135
H  2.506  -2.558  2.976  0.151
H  3.199  -2.204  1.408  0.109
H  3.488  -0.224  2.719  0.149
H  1.853  -0.308  3.364  0.098
H  1.732  1.313  1.893  0.101
H  3.874  1.130  0.898  0.146
H  2.554  1.685  -0.152  0.130
H  3.970  -1.026  -0.157  0.085
H  3.859  0.173  -1.437  0.098
H  3.180  -3.036  -0.631  0.093
H  1.860  -3.504  -1.685  0.097
H  1.693  -4.218  0.802  0.149
H  0.239  -3.574  0.018  0.117
H  0.473  -2.665  2.109  0.141
N  -0.595  0.859  -1.122  0.104
C  -0.881  1.384  -2.130  -0.174
N  -1.183  2.006  -3.193  -0.055
C  -0.163  2.397  -4.168  -0.060
C  -0.276  1.442  -5.368  -0.164
O  -1.575  1.460  -5.889  -0.092
C  -2.564  1.087  -4.972  -0.167
C  -2.542  2.006  -3.736  -0.062
H  0.829  2.352  -3.720  0.139
H  -0.383  3.418  -4.489  0.151
H  0.010  0.425  -5.054  0.134
H  0.382  1.773  -6.174  0.149
H  -2.430  0.039  -4.656  0.130
H  -3.520  1.191  -5.491  0.149
H  -3.252  1.668  -2.981  0.139
H  -2.779  3.030  -4.039  0.150
N  -3.102  -2.597  -1.096  0.238
C  -2.760  -2.180  0.123  -0.543
N  -3.611  -2.373  1.129  0.241
O  -1.640  -1.605  0.321  -0.124
H  -3.960  -3.094  -1.276  0.146
H  -2.465  -2.483  -1.868  0.136
H  -4.487  -2.861  1.018  0.148
H  -3.382  -2.071  2.062  0.133

lowest unoccupied orbital energy = -9.30 eV
net charge = +3
spin multiplicity = 1
HOMO energy = -17.16 eV

# 4
Computed, not measured: a molecular structure, C37H37Cl3InN8O3S2 at a distorted geometry, with ωB97M-V with the def2-TZVPD basis set.

Each line ends with the Löwdin charge.
Positions of all 91 atoms, in Å:
In  0.563  0.836  0.408  0.422
N  -2.162  -1.774  2.204  0.062
C  -1.755  -0.619  1.602  -0.880
S  -0.787  0.582  2.475  0.611
N  -2.151  -0.552  0.370  -0.029
N  -1.503  0.425  -0.340  -0.128
C  -2.018  0.994  -1.360  -0.227
C  -3.445  0.844  -1.689  -0.176
C  -4.129  1.946  -2.122  -0.066
C  -5.472  1.872  -2.403  -0.094
C  -6.169  0.671  -2.184  -0.126
C  -5.490  -0.420  -1.705  -0.101
C  -4.112  -0.360  -1.480  -0.025
C  -1.077  1.737  -2.232  -0.243
C  -1.294  1.827  -3.593  -0.028
C  -0.330  2.470  -4.376  -0.085
C  0.725  3.075  -3.730  -0.119
C  0.848  2.948  -2.351  -0.173
N  0.003  2.263  -1.625  0.031
H  -2.043  -1.934  3.184  0.067
H  -2.632  -2.473  1.572  0.082
H  -3.620  2.884  -2.266  0.116
H  -5.989  2.768  -2.781  0.100
H  -7.226  0.633  -2.362  0.082
H  -6.075  -1.358  -1.584  0.104
H  -3.551  -1.204  -1.119  0.072
H  -2.204  1.495  -4.059  0.110
H  -0.437  2.519  -5.444  0.096
H  1.470  3.544  -4.335  0.080
H  1.693  3.364  -1.820  0.093
Cl  -0.045  -1.960  -1.588  0.745
C  0.565  -1.208  -3.027  -0.632
C  0.119  -1.690  -4.256  -0.115
C  0.790  -1.281  -5.415  -0.093
C  1.855  -0.396  -5.266  -0.145
C  2.216  0.124  -4.034  -0.662
Cl  3.597  1.221  -4.010  0.633
C  1.632  -0.291  -2.826  -0.671
S  2.324  0.139  -1.267  0.629
H  -0.688  -2.411  -4.246  0.097
H  0.478  -1.677  -6.401  0.107
H  2.424  -0.119  -6.167  0.102
C  4.066  -2.574  0.501  -0.015
N  3.129  -2.442  1.675  -0.168
C  3.686  -2.691  3.003  -0.045
C  1.946  -1.950  1.482  -0.306
N  0.915  -1.495  1.275  0.107
H  4.534  -3.552  0.574  0.077
H  4.819  -1.758  0.588  0.096
H  3.567  -2.453  -0.438  0.051
H  4.090  -3.688  3.037  0.074
H  2.899  -2.546  3.742  0.100
H  4.496  -2.019  3.229  0.066
C  1.252  3.500  4.510  -0.069
C  1.589  4.547  3.480  -0.151
C  2.586  4.030  2.393  -0.314
C  2.829  5.197  1.441  -0.177
C  3.663  4.872  0.224  -0.065
C  3.869  3.669  3.090  -0.440
O  4.517  4.474  3.754  0.061
N  4.284  2.396  3.057  0.218
C  3.616  1.327  2.345  -0.486
O  4.110  0.239  2.396  0.081
N  2.490  1.627  1.657  0.135
C  1.989  2.869  1.623  -0.475
O  0.946  3.076  0.978  -0.014
H  0.341  3.745  5.028  0.073
H  2.009  3.407  5.285  0.081
H  1.104  2.516  4.097  0.056
H  2.075  5.444  3.896  0.127
H  0.694  4.820  2.917  0.122
H  3.365  5.869  2.125  0.121
H  1.858  5.579  1.130  0.125
H  4.679  4.565  0.519  0.087
H  3.847  5.733  -0.425  0.078
H  3.250  4.076  -0.376  0.057
H  5.140  2.146  3.531  0.159
Cl  -4.225  -8.496  3.463  0.631
C  -3.848  -7.193  2.360  -0.673
C  -4.792  -6.905  1.376  -0.129
C  -4.545  -5.850  0.543  -0.035
C  -3.312  -5.096  0.527  -0.305
C  -3.128  -3.996  -0.286  0.076
C  -2.372  -5.520  1.493  -0.038
C  -2.634  -6.532  2.399  -0.113
H  -5.716  -7.461  1.281  0.102
H  -5.318  -5.591  -0.187  0.115
H  -2.171  -3.560  -0.299  0.023
H  -3.760  -3.895  -1.148  0.069
H  -1.373  -5.101  1.570  0.117
H  -1.954  -6.815  3.214  0.111

lowest unoccupied orbital energy (alpha / beta) = 2.28 / 0.80 eV
net charge = -1
spin multiplicity = 1
HOMO energy (alpha / beta) = -4.76 / -1.52 eV